DFT (wB97M-V/def2-TZVPD) results for the ion C3H7N2S with charge +1 at a distorted geometry.

frontier orbital gap: 8.25 eV
charge: +1
relative energy (zero: lowest compared OMol25 entry of this formula, charge and spin): 1.203 eV
SMILES: C/C(N)=[NH+]/C=S

CARTESIAN COORDINATES (ANGSTROEM)
C 0.867 1.227 -1.584
C -0.213 -0.243 0.200
C -0.617 -0.415 1.599
N -0.363 -1.290 -0.572
N 0.171 1.027 -0.322
S 2.126 2.272 -1.540
H 0.649 0.536 -2.340
H -0.330 0.478 2.190
H -1.709 -0.522 1.675
H -0.273 -1.400 1.995
H -0.452 -2.134 -0.091
H -0.191 -1.439 -1.495
H 0.335 1.905 0.285

Computed Mulliken charges, given in elementary charges: number 1, C, carries -0.1765; number 2, C, carries 0.8743; number 3, C, carries -1.1312; number 4, N, carries -0.2758; number 5, N, carries -0.2119; number 6, S, carries -0.1440; number 7, H, carries 0.3391; number 8, H, carries 0.3201; number 9, H, carries 0.3417; number 10, H, carries 0.3658; number 11, H, carries 0.2175; number 12, H, carries 0.1537; number 13, H, carries 0.3272

***

DFT (wB97M-V/def2-TZVPD) results for the molecule C7H8N2 at a distorted geometry.

frontier orbital gap: 8.87 eV
relative energy (zero: lowest compared OMol25 entry of this formula, charge and spin): 2.221 eV
SMILES: CCC(=C=N)/C=C/C#N

CARTESIAN COORDINATES (ANGSTROEM)
C -2.186 -0.645 -2.923
C -1.233 -0.450 -0.720
C -0.263 -0.185 0.296
C -0.389 -0.720 1.484
C -1.271 -0.111 -2.032
C 1.884 0.925 1.145
C 0.820 0.845 0.054
N -2.843 -1.219 -3.666
N -0.450 -1.128 2.646
H -1.748 -1.291 -0.341
H -0.580 0.741 -2.258
H 2.500 0.110 0.882
H 1.492 0.807 2.173
H 2.491 1.898 1.045
H 0.410 1.819 -0.012
H 1.459 0.555 -0.747
H -0.095 -1.949 2.974

Computed Mulliken charges, given in elementary charges: number 1, C, carries 0.2291; number 2, C, carries -0.4860; number 3, C, carries 0.6274; number 4, C, carries 0.2126; number 5, C, carries -0.4449; number 6, C, carries -1.3147; number 7, C, carries -0.5408; number 8, N, carries -0.4501; number 9, N, carries -0.5480; number 10, H, carries 0.3621; number 11, H, carries 0.3034; number 12, H, carries 0.3401; number 13, H, carries 0.3653; number 14, H, carries 0.2995; number 15, H, carries 0.3731; number 16, H, carries 0.4176; number 17, H, carries 0.2544

***

DFT (wB97M-V/def2-TZVPD) results for a structure of composition C14H25IMnN3O2PS4 at a distorted geometry.

frontier orbital gap (spin up / spin down): 6.55 / 7.80 eV
spin multiplicity: 6
⟨S²⟩: 8.761

CARTESIAN COORDINATES (ANGSTROEM)
Mn 0.021 -0.021 0.456
C 2.828 2.223 4.567
C 3.141 0.779 4.280
O 3.162 0.598 2.846
P 2.358 -0.614 2.213
S 2.528 -0.517 0.267
S 0.474 -0.615 2.894
O 3.139 -1.845 2.869
C 2.669 -3.207 2.725
C 3.321 -3.889 1.546
H 2.851 2.409 5.644
H 1.836 2.472 4.185
H 3.557 2.877 4.087
H 2.390 0.124 4.720
H 4.119 0.485 4.661
H 1.583 -3.195 2.642
H 2.933 -3.701 3.657
H 3.026 -3.418 0.609
H 3.013 -4.938 1.522
H 4.408 -3.854 1.625
I 0.005 2.789 0.783
C -0.173 1.522 -1.019
H 0.701 1.856 -1.576
H -1.080 1.921 -1.470
S -0.384 -2.465 -0.331
C -1.941 -2.518 -0.968
N -2.871 -3.345 -0.448
C -4.160 -3.447 -0.844
C -4.616 -2.682 -1.866
C -3.700 -1.800 -2.477
C -2.412 -1.719 -2.058
H -2.539 -3.894 0.335
H -4.770 -4.153 -0.301
H -5.646 -2.755 -2.179
H -4.034 -1.169 -3.294
H -1.705 -1.036 -2.507
S -3.037 0.155 0.628
C -3.034 0.800 2.197
N -2.740 0.054 3.276
C -2.477 0.603 4.607
C -1.976 2.025 4.463
C -2.990 2.815 3.661
N -3.291 2.098 2.420
H -2.388 -0.861 3.045
H -1.735 -0.033 5.085
H -3.387 0.575 5.211
H -1.018 2.007 3.936
H -1.827 2.483 5.442
H -2.597 3.792 3.386
H -3.903 2.972 4.238
H -3.428 2.624 1.573

Computed Mulliken charges, given in elementary charges: number 1, Mn, carries 0.5122; number 2, C, carries -1.0311; number 3, C, carries -0.2483; number 4, O, carries -0.3919; number 5, P, carries 1.0614; number 6, S, carries -0.5127; number 7, S, carries -0.5877; number 8, O, carries -0.4294; number 9, C, carries -0.2564; number 10, C, carries -1.0461; number 11, H, carries 0.3904; number 12, H, carries 0.1112; number 13, H, carries 0.2925; number 14, H, carries 0.3589; number 15, H, carries 0.2929; number 16, H, carries 0.2469; number 17, H, carries 0.3170; number 18, H, carries 0.2612; number 19, H, carries 0.3705; number 20, H, carries 0.3149; number 21, I, carries -0.1758; number 22, C, carries -1.0437; number 23, H, carries 0.4855; number 24, H, carries 0.3681; number 25, S, carries -0.3522; number 26, C, carries 0.1982; number 27, N, carries -0.0065; number 28, C, carries -0.2922; number 29, C, carries -0.5662; number 30, C, carries -0.0515; number 31, C, carries -0.4904; number 32, H, carries 0.2286; number 33, H, carries 0.3854; number 34, H, carries 0.4033; number 35, H, carries 0.3845; number 36, H, carries 0.3062; number 37, S, carries -0.2363; number 38, C, carries 0.0048; number 39, N, carries -0.1344; number 40, C, carries -0.7856; number 41, C, carries -0.0860; number 42, C, carries -0.7458; number 43, N, carries -0.1438; number 44, H, carries 0.2844; number 45, H, carries 0.3704; number 46, H, carries 0.3458; number 47, H, carries -0.1026; number 48, H, carries 0.4128; number 49, H, carries 0.3949; number 50, H, carries 0.3161; number 51, H, carries 0.2973

***

DFT (wB97M-V/def2-TZVPD) results for a cluster of 2 separate species, C8H8ClN3OS in total at a distorted geometry.

frontier orbital gap (spin up / spin down): 8.80 / 8.80 eV
relative energy (zero: lowest compared OMol25 entry of this formula, charge and spin): 0.168 eV
SMILES: O=NCc1ccc(Cl)nc1.CSC#N

CARTESIAN COORDINATES (ANGSTROEM)
C 0.114 -1.555 0.137
C -1.987 1.113 0.557
C -2.670 -0.002 0.799
C -2.200 0.699 -1.824
C -1.745 1.518 -0.789
C -3.174 -0.658 -0.368
C 0.935 -3.898 0.648
C -0.734 2.554 -1.093
N 0.195 -0.933 -0.823
N -2.854 -0.394 -1.610
N 0.645 1.983 -0.762
O 1.243 1.574 -1.682
S 0.385 -2.371 1.558
Cl -4.125 -2.127 -0.022
H -1.643 1.618 1.410
H -3.071 -0.231 1.704
H -2.126 0.986 -2.883
H 0.812 -4.790 1.223
H 2.013 -3.928 0.447
H 0.194 -3.994 -0.305
H -0.820 2.841 -2.055
H -0.763 3.351 -0.419

Computed Mulliken charges, given in elementary charges: number 1, C, carries 0.4076; number 2, C, carries -0.3408; number 3, C, carries -0.9427; number 4, C, carries -0.3489; number 5, C, carries 0.7436; number 6, C, carries 0.4877; number 7, C, carries -0.8545; number 8, C, carries -1.0495; number 9, N, carries -0.3751; number 10, N, carries -0.5296; number 11, N, carries 0.0512; number 12, O, carries -0.2838; number 13, S, carries -0.0664; number 14, Cl, carries -0.2054; number 15, H, carries 0.4582; number 16, H, carries 0.6029; number 17, H, carries 0.3537; number 18, H, carries 0.3739; number 19, H, carries 0.2904; number 20, H, carries 0.2584; number 21, H, carries 0.5922; number 22, H, carries 0.3768

***

DFT (wB97M-V/def2-TZVPD) results for a structure of composition C25H14Cl6O6PV at a distorted geometry.

frontier orbital gap (spin up / spin down): 8.24 / 8.89 eV
spin multiplicity: 3
relative energy (zero: lowest compared OMol25 entry of this formula, charge and spin): 0.984 eV
⟨S²⟩: 2.015

CARTESIAN COORDINATES (ANGSTROEM)
V 0.549 -2.026 -0.240
O 3.104 -1.509 2.500
Cl 2.411 -2.247 1.521
O 2.633 -3.637 1.639
O 0.955 -1.985 1.659
O 2.746 -1.795 0.188
O 0.163 -1.742 -4.103
C 0.341 -1.190 -3.047
O 0.505 -1.815 -1.909
C 0.397 0.319 -2.948
C 0.462 0.997 -4.163
C 0.603 2.371 -4.202
C 0.713 3.087 -3.019
C 0.638 2.426 -1.807
C 0.446 1.042 -1.748
P 0.354 0.283 -0.086
C 1.809 1.044 0.719
C 1.785 1.368 2.072
C 2.913 1.896 2.681
C 4.073 2.085 1.952
C 4.107 1.754 0.603
C 2.981 1.240 -0.014
C -1.007 1.039 0.869
C -1.588 2.262 0.553
C -2.570 2.796 1.374
C -2.983 2.111 2.507
C -2.432 0.873 2.804
C -1.447 0.337 1.991
H 0.416 0.413 -5.071
H 0.656 2.881 -5.155
H 0.876 4.157 -3.043
H 0.770 2.987 -0.891
H 0.886 1.207 2.652
H 2.887 2.142 3.735
H 4.960 2.478 2.432
H 5.015 1.894 0.031
H 3.014 0.985 -1.065
H -1.308 2.790 -0.346
H -3.014 3.751 1.124
H -3.739 2.535 3.155
H -2.774 0.324 3.671
H -1.021 -0.636 2.208
Cl -2.730 -0.566 -1.316
C -2.616 -2.090 -0.524
C -1.355 -2.604 -0.216
C -1.319 -3.959 0.078
Cl 0.305 -4.565 0.149
C -2.431 -4.767 0.219
Cl -2.270 -6.436 0.577
C -3.683 -4.180 0.047
Cl -5.103 -5.120 0.251
C -3.775 -2.848 -0.355
Cl -5.310 -2.158 -0.691

Computed Mulliken charges, given in elementary charges: number 1, V, carries -0.6364; number 2, O, carries -0.6129; number 3, Cl, carries 1.8115; number 4, O, carries -0.5979; number 5, O, carries -0.5215; number 6, O, carries -0.5844; number 7, O, carries -0.6750; number 8, C, carries -0.0554; number 9, O, carries -0.0716; number 10, C, carries 0.5595; number 11, C, carries -0.6170; number 12, C, carries -0.6167; number 13, C, carries -0.9626; number 14, C, carries -0.6927; number 15, C, carries 0.2449; number 16, P, carries 2.4617; number 17, C, carries 0.3187; number 18, C, carries -0.2839; number 19, C, carries -0.6928; number 20, C, carries -0.5820; number 21, C, carries -0.8660; number 22, C, carries -0.4909; number 23, C, carries 0.5175; number 24, C, carries -0.5509; number 25, C, carries -0.6650; number 26, C, carries -0.6153; number 27, C, carries -0.7787; number 28, C, carries -0.4324; number 29, H, carries 0.5333; number 30, H, carries 0.4219; number 31, H, carries 0.4442; number 32, H, carries 0.6172; number 33, H, carries 0.3428; number 34, H, carries 0.4222; number 35, H, carries 0.4010; number 36, H, carries 0.4219; number 37, H, carries 0.5233; number 38, H, carries 0.4471; number 39, H, carries 0.4395; number 40, H, carries 0.3999; number 41, H, carries 0.4517; number 42, H, carries 0.3456; number 43, Cl, carries -0.1314; number 44, C, carries 0.9699; number 45, C, carries -1.0521; number 46, C, carries 1.1432; number 47, Cl, carries -0.2228; number 48, C, carries -0.1555; number 49, Cl, carries -0.2008; number 50, C, carries 0.5593; number 51, Cl, carries -0.1815; number 52, C, carries -0.0592; number 53, Cl, carries -0.1926

***

DFT (wB97M-V/def2-TZVPD) results for the molecule C21H24N2O2S.

frontier orbital gap: 7.48 eV
relative energy (zero: lowest compared OMol25 entry of this formula, charge and spin): 1.846 eV
SMILES: COc1cccc2sc3ccc(NCC[C@H]4CCCN4C)cc3c(=O)c12

CARTESIAN COORDINATES (ANGSTROEM)
C 1.951 -5.646 2.287
H 2.058 -6.042 3.302
O 1.413 -4.347 2.289
C 2.077 -3.353 2.902
C 3.301 -3.531 3.537
C 3.951 -2.460 4.129
C 3.405 -1.200 4.076
C 2.181 -1.002 3.436
C 1.478 -2.062 2.857
C 0.144 -1.916 2.246
O -0.585 -2.868 2.028
C -0.308 -0.554 1.879
C 0.263 0.629 2.345
C -0.272 1.854 1.958
C -1.346 1.921 1.101
C -1.929 0.749 0.596
C -1.394 -0.468 1.013
H -1.822 -1.398 0.668
N -3.036 0.745 -0.214
H -3.285 -0.172 -0.557
C -3.448 1.822 -1.078
C -2.797 1.804 -2.468
H -3.249 2.601 -3.061
H -3.019 0.861 -2.970
C -1.277 2.022 -2.450
N -0.864 2.571 -3.744
C -0.799 4.009 -3.786
H -1.768 4.426 -3.514
H -0.562 4.322 -4.802
H -0.035 4.422 -3.105
C 0.366 1.916 -4.146
C 0.174 0.493 -3.644
H 1.106 -0.066 -3.586
H -0.517 -0.035 -4.301
C -0.466 0.724 -2.275
H -1.086 -0.116 -1.971
H 0.304 0.862 -1.516
H 0.481 1.978 -5.231
H 1.254 2.374 -3.674
H -1.033 2.726 -1.638
H -4.534 1.746 -1.200
H -3.237 2.772 -0.587
H -1.736 2.890 0.832
H 0.171 2.761 2.342
S 1.616 0.653 3.456
H 3.905 -0.353 4.519
H 4.897 -2.619 4.625
H 3.756 -4.507 3.581
H 2.919 -5.682 1.776
H 1.231 -6.253 1.739

Computed Mulliken charges, given in elementary charges: number 1, C, carries -0.9705; number 2, H, carries 0.3727; number 3, O, carries -0.3485; number 4, C, carries 0.8268; number 5, C, carries -0.6298; number 6, C, carries -0.8242; number 7, C, carries -0.8761; number 8, C, carries 0.7914; number 9, C, carries -0.1169; number 10, C, carries 0.7030; number 11, O, carries -0.6312; number 12, C, carries -0.1420; number 13, C, carries 0.7619; number 14, C, carries -1.2683; number 15, C, carries -0.5788; number 16, C, carries 0.4980; number 17, C, carries -0.2347; number 18, H, carries 0.5047; number 19, N, carries -0.1734; number 20, H, carries 0.3071; number 21, C, carries -0.9703; number 22, C, carries -0.7816; number 23, H, carries 0.3292; number 24, H, carries 0.1664; number 25, C, carries 0.4550; number 26, N, carries -0.0086; number 27, C, carries -1.1326; number 28, H, carries 0.2853; number 29, H, carries 0.3823; number 30, H, carries 0.3747; number 31, C, carries -0.7103; number 32, C, carries -0.6865; number 33, H, carries 0.3960; number 34, H, carries 0.2794; number 35, C, carries -0.4776; number 36, H, carries 0.2233; number 37, H, carries 0.1911; number 38, H, carries 0.4046; number 39, H, carries 0.3416; number 40, H, carries 0.1761; number 41, H, carries 0.3757; number 42, H, carries 0.3574; number 43, H, carries 0.3706; number 44, H, carries 0.3852; number 45, S, carries -0.4711; number 46, H, carries 0.3788; number 47, H, carries 0.3851; number 48, H, carries 0.3909; number 49, H, carries 0.3623; number 50, H, carries 0.2564